Here is one molecule with the formula C25H34N4O6 from OMol25. Energies are from wB97M-V/def2-TZVPD.

The geometry in XYZ format:
```
69
Properties=species:S:1:pos:R:3:forces:R:3
C 1.777 -3.421 -5.313 0.2 0.0 -0.1
O 0.645 -3.213 -4.509 -0.3 0.1 0.4
C 0.833 -2.749 -3.237 -0.2 0.0 -0.1
C 2.053 -2.411 -2.681 -0.1 -0.1 -0.3
C 2.128 -1.914 -1.386 -0.1 0.1 0.2
C 0.985 -1.741 -0.631 0.3 0.0 0.0
C -0.246 -2.096 -1.180 -0.1 -0.2 -0.2
C -0.338 -2.603 -2.461 0.0 -0.1 -0.2
O -1.502 -2.965 -3.071 0.5 0.1 -0.1
C -2.673 -3.012 -2.289 -0.3 0.0 0.2
H -2.978 -2.021 -1.940 0.0 0.0 0.0
H -3.445 -3.412 -2.944 0.0 0.0 0.1
H -2.550 -3.667 -1.422 0.0 0.0 0.0
H -1.137 -1.952 -0.590 -0.1 0.0 0.1
C 1.035 -1.096 0.727 -0.1 -0.1 -0.1
H 2.073 -0.930 1.018 0.0 0.1 0.0
H 0.552 -0.121 0.632 0.1 0.0 0.1
C 0.303 -1.877 1.836 0.0 -0.1 -0.3
N -0.590 -1.020 2.607 0.2 -0.1 0.1
C -1.865 -0.907 2.184 -0.4 0.0 0.5
O -2.270 -1.499 1.196 -0.1 -0.1 -0.3
C -2.822 0.037 2.914 0.0 -0.2 -0.1
H -2.773 -0.070 3.996 0.0 0.1 0.0
C -2.551 1.494 2.487 0.1 -0.1 0.0
C -1.996 1.492 1.072 -0.4 0.4 0.3
O -0.816 1.689 0.847 0.2 0.0 -0.2
N -2.905 1.221 0.112 -0.5 0.1 -0.1
C -2.626 0.943 -1.214 0.2 -0.2 -1.1
N -3.620 0.662 -2.026 -0.5 0.3 1.2
O -3.071 0.401 -3.237 0.5 -0.2 -0.6
C -1.736 0.517 -3.163 0.3 0.3 0.8
C -1.384 0.874 -1.892 -0.2 -0.1 -0.5
H -0.410 1.049 -1.493 0.2 0.0 0.0
C -0.934 0.227 -4.373 -0.2 -0.1 0.0
H -1.332 0.769 -5.228 0.0 0.1 -0.1
H -0.982 -0.839 -4.595 0.0 -0.1 0.0
H 0.101 0.508 -4.203 0.1 0.0 0.0
H -3.869 1.052 0.364 0.1 0.0 0.1
H -3.468 2.082 2.542 0.0 0.0 0.0
H -1.804 1.954 3.137 0.0 0.0 -0.1
H -3.821 -0.261 2.592 0.1 -0.1 0.0
C -0.051 -0.497 3.839 0.2 -0.1 0.4
H -0.761 0.175 4.320 0.0 -0.1 0.0
H 0.155 -1.327 4.528 0.0 0.2 -0.1
C 1.278 0.277 3.699 -0.5 -0.1 0.0
O 2.236 -0.028 4.380 0.3 -0.2 0.3
N 1.244 1.319 2.861 -0.1 0.2 -0.3
H 0.455 1.475 2.241 -0.1 -0.2 0.1
C 2.373 2.210 2.682 0.3 -0.1 0.2
C 1.989 3.650 3.095 0.1 0.1 0.0
H 2.599 4.005 3.924 0.0 0.0 0.1
C 2.166 4.518 1.844 -0.1 0.0 0.0
H 1.433 5.322 1.795 0.0 0.1 0.0
H 3.162 4.963 1.835 0.0 0.1 0.0
C 2.036 3.531 0.687 0.2 0.1 0.0
H 2.454 3.917 -0.241 -0.1 0.0 -0.1
H 0.989 3.277 0.521 -0.1 0.0 -0.1
C 2.788 2.310 1.207 -0.1 0.0 0.0
H 3.864 2.482 1.145 0.1 0.0 0.0
H 2.550 1.403 0.656 0.1 -0.1 0.0
H 0.948 3.662 3.420 0.0 0.0 0.1
H 3.174 1.807 3.306 -0.1 0.1 -0.1
H -0.303 -2.670 1.392 0.1 0.1 0.1
H 1.019 -2.325 2.526 0.0 0.0 0.0
H 3.093 -1.652 -0.979 0.1 0.0 0.1
H 2.964 -2.528 -3.247 0.1 0.0 -0.1
H 2.320 -2.488 -5.496 0.0 0.0 0.0
H 2.458 -4.155 -4.870 0.0 0.0 0.0
H 1.399 -3.808 -6.258 0.1 0.0 0.0
```
Forces are in eV/Å.

ΔE to the lowest compared entry with this formula, charge and spin: 316.2 kJ/mol
calculated total energy: -1643.5184 Ha
molar mass: 486.57 g mol⁻¹
charge: 0
SMILES string: COc1ccc(CCN(CC(=O)NC2CCCC2)C(=O)CCC(=O)Nc2cc(C)on2)cc1OC

What are the natural (NBO) partial charges on each atom? They are as follows, in elementary charge units:
1 C -0.2488
2 O -0.4911
3 C 0.2353
4 C -0.3139
5 C -0.1716
6 C -0.0401
7 C -0.3350
8 C 0.3340
9 O -0.5072
10 C -0.2525
11 H 0.1830
12 H 0.1978
13 H 0.1798
14 H 0.2619
15 C -0.4457
16 H 0.2166
17 H 0.2379
18 C -0.2265
19 N -0.4302
20 C 0.6865
21 O -0.6524
22 C -0.4910
23 H 0.2291
24 C -0.4830
25 C 0.7113
26 O -0.6476
27 N -0.5934
28 C 0.3110
29 N -0.1837
30 O -0.2715
31 C 0.3663
32 C -0.3853
33 H 0.2602
34 C -0.6752
35 H 0.2343
36 H 0.2541
37 H 0.2351
38 H 0.4202
39 H 0.2320
40 H 0.2309
41 H 0.2375
42 C -0.2977
43 H 0.2166
44 H 0.2210
45 C 0.6675
46 O -0.6316
47 N -0.6472
48 H 0.4334
49 C -0.0524
50 C -0.4145
51 H 0.2162
52 C -0.4022
53 H 0.2097
54 H 0.1958
55 C -0.4123
56 H 0.2100
57 H 0.2135
58 C -0.4139
59 H 0.2062
60 H 0.2172
61 H 0.2036
62 H 0.2382
63 H 0.2370
64 H 0.2127
65 H 0.2004
66 H 0.2178
67 H 0.1711
68 H 0.1754
69 H 0.1995

Here is an isolated ion of composition C5H9N2 and charge +1 from OMol25. Energies are from wB97M-V/def2-TZVPD.

The geometry in XYZ format:
```
16
Properties=species:S:1:pos:R:3:forces:R:3
C 1.480 -1.942 0.202 -0.2 1.0 -0.1
C 0.724 1.433 -0.258 -0.1 1.8 -1.4
C 1.945 0.606 0.406 -4.4 -0.3 3.5
C -0.636 0.758 0.030 -0.7 4.4 1.0
C -1.945 -1.215 -0.064 -3.5 -4.4 1.8
N -1.080 -0.266 -0.552 3.9 -1.7 -2.2
N 1.567 -0.768 0.224 1.0 -1.4 -0.5
H 0.551 2.578 -0.119 0.9 -2.1 1.1
H 0.911 1.575 -1.361 -0.3 -1.2 0.7
H 2.939 0.771 0.120 1.1 0.6 -0.7
H 1.818 0.640 1.583 0.7 0.8 -2.3
H -1.407 1.425 0.736 2.1 -2.4 -1.5
H -2.865 -0.869 0.504 1.2 -0.1 -0.9
H -2.238 -1.951 -0.894 0.1 1.4 1.1
H -1.346 -1.901 0.648 -0.8 1.1 -0.9
H -0.420 -0.873 -1.206 -0.9 2.4 1.3
```
Forces are in eV/Å.

ΔE to the lowest compared entry with this formula, charge and spin: 493.7 kJ/mol
calculated total energy: -305.0420 Ha
molar mass: 97.14 g mol⁻¹
charge: +1

What are the natural (NBO) partial charges on each atom? They are as follows, in elementary charge units:
1 C 0.3411
2 C -0.5246
3 C -0.2115
4 C 0.3110
5 C -0.4708
6 N -0.4288
7 N -0.5900
8 H 0.2831
9 H 0.2752
10 H 0.2653
11 H 0.2483
12 H 0.2618
13 H 0.2574
14 H 0.2550
15 H 0.2632
16 H 0.4643

Here is one molecule with the formula C4H10N2 from OMol25. Energies are from wB97M-V/def2-TZVPD.

The geometry in XYZ format:
```
16
Properties=species:S:1:pos:R:3:forces:R:3
C -0.143 -1.144 0.472 1.3 -1.2 -1.5
C 0.716 -0.066 -0.286 -2.3 1.1 0.0
C -0.014 1.310 -0.185 -0.6 -0.6 0.2
C -1.254 1.588 0.273 -0.3 -1.7 0.0
H -1.801 -0.415 -0.525 0.5 -2.5 0.1
H -2.024 -2.061 -0.012 0.3 0.6 0.0
H 0.495 -2.100 0.520 -1.0 1.1 -0.2
H -0.254 -0.834 1.521 -0.6 0.1 -0.2
H 0.646 -0.295 -1.377 0.1 -0.1 0.7
H 2.337 -0.128 1.127 -0.9 0.9 -3.4
H 2.519 -0.799 -0.416 0.0 1.5 0.7
H 0.532 2.138 -0.652 0.0 -0.3 0.4
H -2.090 0.854 0.647 2.1 1.4 -0.4
H -1.588 2.594 0.177 -0.3 0.7 0.1
N -1.361 -1.385 -0.399 0.5 1.9 0.9
N 2.132 0.089 0.021 1.2 -3.0 2.7
```
Forces are in eV/Å.

ΔE to the lowest compared entry with this formula, charge and spin: 207.7 kJ/mol
calculated total energy: -267.8462 Ha
molar mass: 86.14 g mol⁻¹
charge: 0
SMILES string: C=C[C@@H](N)CN

What are the natural (NBO) partial charges on each atom? They are as follows, in elementary charge units:
1 C -0.2413
2 C -0.1087
3 C -0.1661
4 C -0.4423
5 H 0.3728
6 H 0.3666
7 H 0.1862
8 H 0.1776
9 H 0.2120
10 H 0.3481
11 H 0.3549
12 H 0.2108
13 H 0.1949
14 H 0.2023
15 N -0.8606
16 N -0.8072

It is found that the HOMO energy values, taken in the order of the records, are -7.86; -15.50; -9.37 eV.